Formula: C18H34N3O5S
Source: the Open Molecules 2025 dataset
Level of theory: ωB97M-V/def2-TZVPD

Positions of all 61 atoms, in Å:
C -1.8614 -3.6938 0.5967
C -1.6948 -2.6819 -0.5015
O -0.8996 -2.7940 -1.3796
N -2.5886 -1.5483 -0.4271
C -2.1761 -0.4121 -1.2747
C -3.8952 -1.9604 -0.6517
C -4.4568 -2.8003 -1.5669
N -5.8022 -2.8527 -1.2823
C -6.0745 -2.0819 -0.2381
N -4.9367 -1.5162 0.1704
S -4.8298 -0.4410 1.5016
H -2.0501 -3.1496 1.5165
H -0.9749 -4.3011 0.6529
H -2.7403 -4.2939 0.3824
H -1.4582 0.1852 -0.7251
H -3.0156 0.2436 -1.4705
H -1.7262 -0.7194 -2.2126
H -3.9636 -3.3445 -2.3473
H -6.5053 -3.3956 -1.7587
H -7.0339 -1.9319 0.2136
H -4.3014 -1.2792 2.4130
C -1.5447 4.5870 -3.3163
C -0.8834 3.3988 -2.6638
O -1.0314 3.1586 -1.4866
C -0.0219 2.5272 -3.5443
H -2.1292 5.1295 -2.5771
H -0.7878 5.2532 -3.7317
H -2.2031 4.2544 -4.1205
H 0.7948 3.1137 -3.9660
H -0.6183 2.1116 -4.3589
H 0.3979 1.7148 -2.9550
C 3.3374 0.9337 -0.0292
C 2.9134 2.3568 -0.3161
O 3.2655 2.9225 -1.3268
C 2.0389 3.0259 0.7097
H 3.9615 0.5684 -0.8417
H 3.9037 0.8933 0.9023
H 2.4580 0.2937 0.0623
H 2.5487 3.0754 1.6684
H 1.1066 2.4669 0.8175
H 1.8088 4.0363 0.3864
C 1.1517 -7.1782 -0.4625
C 0.4927 -7.1062 0.8917
O -0.5547 -6.5179 1.0563
C 1.1948 -7.7985 2.0310
H 0.5487 -6.6421 -1.1918
H 2.1440 -6.7273 -0.4193
H 1.2494 -8.2186 -0.7749
H 2.1887 -7.3715 2.1716
H 1.2945 -8.8632 1.8161
H 0.6196 -7.6720 2.9449
C 4.8992 6.2210 1.9379
C 3.8620 5.9084 2.9885
O 2.9506 5.1438 2.7668
C 4.0139 6.5929 4.3245
H 4.6756 5.6677 1.0282
H 4.8958 7.2890 1.7157
H 5.8902 5.9370 2.2949
H 3.9757 7.6755 4.1961
H 4.9698 6.3235 4.7759
H 3.2077 6.2837 4.9852

Output
- relative energy (zero: lowest compared OMol25 entry of this formula, charge and spin) (kcal/mol) = 0.00
- gap between HOMO and LUMO (eV) = 7.517
- highest occupied orbital energy (hartree) = -0.3939
- DFT total energy (Ha) = -1644.66629
- net charge = +1
- lowest unoccupied orbital energy (eV) = -3.20


Formula: C18H34N8O4V
Source: the Open Molecules 2025 dataset
Level of theory: ωB97M-V/def2-TZVPD

Positions of all 65 atoms, in Å:
V 0.7945 1.1858 -0.0127
N 2.9756 1.2367 0.0413
C 3.4557 1.7077 1.3731
C 2.6567 0.9363 2.4041
N 1.2070 1.1040 2.0886
H 3.3060 0.2796 -0.0900
H 3.4343 1.7645 -0.7003
H 3.2740 2.7796 1.4622
H 4.5248 1.5357 1.4971
H 2.8895 1.2865 3.4090
H 2.8999 -0.1264 2.3544
H 0.8590 1.9285 2.5775
H 0.7102 0.2838 2.4573
C 1.4610 3.7219 -1.9387
C 1.1015 2.9715 -0.7571
O 0.8221 3.1220 0.3942
H 1.1242 4.7602 -1.8757
H 1.0989 3.2319 -2.8446
H 2.5571 3.7385 -2.0294
C -1.9246 1.7017 1.2384
N -3.3332 1.8012 1.1074
C -3.9146 0.5222 0.6907
N -3.3760 0.1704 -0.6326
C -1.9685 0.0251 -0.5706
N -1.2674 1.3273 -0.1188
C -1.7529 2.4081 -1.1221
N -3.1679 2.4854 -1.1675
C -3.7065 2.8495 0.1511
C -3.7499 1.2116 -1.5992
H -1.6800 0.9211 1.9620
H -1.5201 2.6637 1.5623
H -4.9960 0.6154 0.6285
H -3.6727 -0.2563 1.4160
H -1.5900 -0.2308 -1.5630
H -1.7229 -0.7570 0.1458
H -1.3653 2.1480 -2.1104
H -1.3704 3.3791 -0.7989
H -4.7894 2.9248 0.0942
H -3.3097 3.8143 0.4704
H -3.3915 0.9499 -2.5964
H -4.8329 1.3000 -1.6380
C -1.6973 -3.6614 0.3047
C -0.2642 -4.1385 0.5118
C 0.8178 -3.1500 0.0196
C 2.2175 -3.6857 0.4774
C 3.4198 -2.9014 -0.0432
C 0.8215 -3.1313 -1.5048
O 0.7196 -4.0881 -2.1943
N 1.0200 -1.8490 -2.1534
C 0.9599 -0.7083 -1.5004
O 0.9983 0.4673 -1.9847
N 0.8003 -0.6595 -0.1529
C 0.6317 -1.7996 0.6623
O 0.3845 -1.6261 1.8326
H -2.3859 -4.4810 0.5005
H -1.8759 -3.3181 -0.7188
H -1.9592 -2.8669 1.0092
H -0.1027 -5.0673 -0.0342
H -0.0887 -4.3518 1.5656
H 2.2807 -4.7197 0.1386
H 2.2156 -3.6956 1.5676
H 3.4885 -2.9242 -1.1322
H 4.3338 -3.3459 0.3459
H 3.3965 -1.8541 0.2904
H 1.1179 -1.8667 -3.1671

Output
- gap between HOMO and LUMO (eV) = 5.298
- highest occupied orbital energy (hartree) = -0.6588
- DFT total energy (Ha) = -2388.33221
- net charge = +3
- lowest unoccupied orbital energy (eV) = -12.63


Formula: C18H35N2STm
Source: the Open Molecules 2025 dataset
Level of theory: ωB97M-V/def2-TZVPD

Positions of all 57 atoms, in Å:
C 0.6240 2.0165 -1.3363
H 1.0960 2.3719 -0.4168
H 1.4039 1.9590 -2.1068
H 1.1514 0.0493 -0.0406
C -0.5000 2.9568 -1.7601
H -1.2095 2.4325 -2.4121
H -1.0710 3.2685 -0.8770
C 0.0285 4.2028 -2.4905
H -0.7927 4.8472 -2.8263
H 0.6770 4.7947 -1.8343
H 0.6174 3.9184 -3.3707
C -0.8217 -1.9762 -1.9265
C -1.2319 -0.9216 -2.8368
C -0.0553 -0.3333 -3.3800
C 1.0914 -0.9755 -2.7799
C 0.6025 -2.0255 -1.9119
C 1.4491 -3.0333 -1.1941
C 2.5204 -0.7274 -3.1596
C 0.0119 0.7205 -4.4406
C -2.6474 -0.6045 -3.2169
C -1.7495 -2.9183 -1.2189
Tm -0.0015 0.0005 -1.1124
H 3.1991 -1.0048 -2.3491
H 2.7978 -1.3112 -4.0478
H 2.6905 0.3283 -3.3916
H 2.4670 -2.6639 -1.0479
H 1.0348 -3.2749 -0.2120
H 1.5090 -3.9651 -1.7726
H -2.7152 -2.4488 -1.0125
H -1.9382 -3.8085 -1.8341
H -1.3271 -3.2528 -0.2681
H -2.7281 0.3933 -3.6558
H -3.0246 -1.3270 -3.9533
H -3.3105 -0.6422 -2.3484
H 0.8510 1.4040 -4.2779
H 0.1519 0.2569 -5.4258
H -0.9058 1.3121 -4.4779
C -1.0124 -2.0679 5.3247
C 0.1942 -1.6068 4.5137
N -0.2081 -1.2586 3.1651
C -0.0015 0.0005 2.5076
S -0.0015 0.0005 0.8876
N 0.2081 1.2586 3.1659
C -0.1884 1.6050 4.5167
C 1.0219 2.0645 5.3232
H -1.7634 -1.2554 5.4075
H -0.6866 -2.3614 6.3447
H -1.4875 -2.9450 4.8357
H 0.7208 -0.7853 5.0239
H 0.9246 -2.4422 4.4574
H -0.5486 -2.0434 2.5873
H 0.5476 2.0437 2.5881
H -0.9186 2.4410 4.4647
H -0.7132 0.7831 5.0280
H 1.4953 2.9421 4.8335
H 0.7006 2.3566 6.3451
H 1.7730 1.2517 5.4017

Output
- relative energy (zero: lowest compared OMol25 entry of this formula, charge and spin) (kcal/mol) = 179.59
- multiplicity = 3
- gap between HOMO and LUMO (spin up / spin down) (eV) = 4.476 / 4.875
- highest occupied orbital energy (spin up / spin down) (hartree) = -0.5111 / -0.5194
- DFT total energy (Ha) = -2298.85033
- net charge = +2
- lowest unoccupied orbital energy (spin up / spin down) (eV) = -9.43 / -9.26


Formula: C18H35N7ORh
Source: the Open Molecules 2025 dataset
Level of theory: ωB97M-V/def2-TZVPD

Positions of all 62 atoms, in Å:
Rh 0.0620 0.5206 -0.2121
O 2.1049 0.6584 -0.4861
C 2.7669 1.9171 -0.7296
C 1.7133 2.9783 -0.7467
C 2.1145 4.2877 -0.9431
C 1.1792 5.3047 -0.9336
C -0.1501 4.9623 -0.7194
C -0.4755 3.6417 -0.5287
N 0.4223 2.6266 -0.5359
H 2.6973 -0.0946 -0.5980
H 3.2902 1.8620 -1.6846
H 3.4932 2.0990 0.0633
H 3.1656 4.4990 -1.1019
H 1.4756 6.3346 -1.0866
H -0.9325 5.7091 -0.7056
H -1.5077 3.3838 -0.3738
C -2.5600 1.4287 -1.2649
N -2.0400 0.6611 -0.0787
C -2.9762 -0.5148 0.0011
C -2.2337 1.3504 1.2459
C -1.3183 0.6748 2.2359
N 0.1020 0.8830 1.7913
C 0.5252 2.2520 2.2509
C 1.0250 -0.0511 2.5102
H -3.4100 2.0430 -0.9629
H -2.9081 0.7159 -2.0080
H -1.8011 2.0496 -1.7217
H -3.9873 -0.1148 -0.0829
H -2.8990 -1.0103 0.9608
H -2.8207 -1.2123 -0.8115
H -3.2751 1.2693 1.5610
H -2.0108 2.4086 1.1513
H -1.4922 -0.3978 2.2993
H -1.4397 1.0929 3.2374
H 0.5724 2.2007 3.3392
H -0.1952 3.0086 1.9652
H 1.5077 2.4969 1.8642
H 0.7382 -0.0821 3.5626
H 2.0405 0.3267 2.4325
H 0.9675 -1.0455 2.0956
C 1.6754 -2.1952 -0.4162
N 1.8065 -3.5856 -0.6905
C 1.0724 -4.3749 0.3035
N -0.3459 -4.0177 0.2736
C -0.5023 -2.6407 0.6038
N 0.2099 -1.6901 -0.3856
C -0.3060 -2.0758 -1.7948
N -0.1581 -3.4701 -2.0712
C 1.2544 -3.8532 -2.0275
C -0.8885 -4.2623 -1.0712
H 2.1664 -1.6924 -1.2545
H 2.1389 -1.9549 0.5424
H 1.4810 -4.1927 1.2989
H 1.1873 -5.4310 0.0711
H -0.1088 -2.4669 1.6029
H -1.5537 -2.3969 0.5743
H 0.2664 -1.4849 -2.5172
H -1.3560 -1.8086 -1.8619
H 1.8146 -3.2924 -2.7773
H 1.3495 -4.9140 -2.2472
H -0.7847 -5.3178 -1.3124
H -1.9489 -4.0063 -1.0943

Output
- gap between HOMO and LUMO (eV) = 5.785
- highest occupied orbital energy (hartree) = -0.6436
- DFT total energy (Ha) = -1274.90452
- net charge = +3
- lowest unoccupied orbital energy (eV) = -11.73


Formula: C18H36Br4N4O2
Source: the Open Molecules 2025 dataset
Level of theory: ωB97M-V/def2-TZVPD

Positions of all 64 atoms, in Å:
C 3.0131 -4.6779 1.4062
O 4.1009 -4.9821 0.9740
N 2.2700 -5.4154 2.2830
C 0.9814 -4.9279 2.7328
C 2.8308 -6.5894 2.9120
H 2.4863 -3.7504 1.1233
H 0.9977 -4.4219 3.7057
H 0.2378 -5.7207 2.7866
H 0.6686 -4.1455 2.0474
H 3.2954 -6.3247 3.8629
H 2.1716 -7.4523 3.0035
H 3.6094 -6.9518 2.2330
C 3.5777 -1.3738 -1.6477
O 3.2616 -1.2216 -0.4886
N 3.7785 -0.3759 -2.5359
C 3.9923 -0.6438 -3.9506
C 3.9702 0.9928 -2.0725
H 3.6757 -2.3897 -2.0561
H 5.0182 -0.3568 -4.2151
H 3.2979 -0.0074 -4.4994
H 3.9267 -1.6827 -4.2636
H 4.0901 1.6594 -2.9218
H 3.1006 1.2537 -1.4722
H 4.8883 1.0445 -1.4833
C -3.1810 2.2710 3.0485
C -3.4272 3.4885 3.9645
C -4.1712 4.6105 3.2025
C -3.3274 5.4046 2.3197
N -2.6738 5.9892 1.5771
H -4.0711 1.7132 2.7688
H -2.5564 1.5422 3.5743
H -2.5709 2.6237 2.2145
H -2.4864 3.7648 4.4252
H -4.1942 3.2061 4.6888
H -4.5118 5.3323 3.9545
H -5.0471 4.2199 2.6918
C -0.4163 1.2904 -2.0562
C 0.2185 0.4168 -0.9907
C -0.6235 0.4584 0.2911
C -0.2123 -0.4616 1.3582
N 0.1059 -1.1826 2.1877
H -0.2412 1.0135 -3.0921
H -0.1544 2.3577 -1.9790
H -1.4915 1.4316 -1.8753
H 1.2752 0.6278 -0.8768
H 0.0825 -0.6163 -1.3331
H -1.6551 0.1250 0.1247
H -0.6754 1.4951 0.6340
Br 0.2836 -3.2049 -2.8262
C -1.6007 -3.1167 -2.2767
C -1.6755 -3.2374 -0.7635
Br -1.0165 -4.9701 -0.1845
H -2.1813 -3.8436 -2.8378
H -1.9447 -2.1378 -2.6125
H -2.6917 -3.1626 -0.3926
H -0.9880 -2.4904 -0.3820
Br 0.0454 6.5959 -1.6768
C -1.7604 5.8285 -1.3503
C -2.1478 5.1218 -2.6299
Br -3.9584 4.3904 -2.4794
H -2.4003 6.6475 -1.0530
H -1.6473 5.0973 -0.5636
H -1.5333 4.2220 -2.6647
H -2.0171 5.5996 -3.5931

Output
- gap between HOMO and LUMO (eV) = 8.937
- highest occupied orbital energy (hartree) = -0.3202
- SMILES = CN(C)C=O.CN(C)C=O.BrCCBr.BrCCBr.CCCC#N.CCCC#N
- DFT total energy (Ha) = -11372.97106
- net charge = 0
- lowest unoccupied orbital energy (eV) = 0.22


Formula: C18H36Cl18
Source: the Open Molecules 2025 dataset
Level of theory: ωB97M-V/def2-TZVPD

Positions of all 72 atoms, in Å:
Cl 3.2427 0.9542 -0.2771
C 3.8633 2.4690 0.4522
C 5.3547 2.5924 0.2701
Cl 5.7504 2.9382 -1.4465
H 3.5489 2.4964 1.4932
H 3.3833 3.3280 -0.0177
H 5.8293 1.6498 0.5363
H 5.7895 3.4051 0.8444
Cl 0.8397 3.9930 2.0253
C -0.0360 5.1465 0.9638
C -1.1947 5.8306 1.6556
Cl -0.6052 6.8364 3.0015
H -0.4134 4.4762 0.1954
H 0.7306 5.8312 0.6194
H -1.8306 5.1028 2.1515
H -1.7162 6.4275 0.9122
Cl -4.4345 -2.5372 -2.5741
C -2.9755 -1.5542 -2.6516
C -3.2957 -0.0653 -2.4632
Cl -4.4945 0.4983 -3.6585
H -2.5390 -1.6886 -3.6381
H -2.2706 -1.8365 -1.8724
H -2.3729 0.5028 -2.5632
H -3.7435 0.1382 -1.4927
Cl 0.3177 -0.8753 -1.0953
C -0.5648 -0.7627 0.4381
C -0.3781 0.5910 1.0766
Cl -1.1456 1.7940 0.0135
H -0.0939 -1.5246 1.0606
H -1.6181 -0.9699 0.2808
H 0.6223 0.9321 1.3262
H -0.9295 0.5954 2.0196
Cl -4.0667 -3.4076 3.9386
C -2.3366 -2.9284 3.8443
C -1.5504 -3.6858 2.7734
Cl -2.3548 -3.7119 1.1811
H -1.8855 -3.1518 4.8078
H -2.3258 -1.8567 3.6661
H -1.3688 -4.6850 3.1603
H -0.6024 -3.1677 2.6434
Cl 0.0210 -4.6015 -4.5426
C 0.5848 -4.8605 -2.8449
C 1.6676 -5.8855 -2.6901
Cl 3.1275 -5.4667 -3.6384
H -0.2661 -5.1588 -2.2321
H 0.8934 -3.8756 -2.5174
H 1.3453 -6.8936 -2.9428
H 2.0138 -5.9331 -1.6593
Cl 2.1357 3.5519 -5.0078
C 2.1713 3.0366 -3.3246
C 0.8109 3.1545 -2.6534
Cl 0.2307 4.8409 -2.6303
H 2.9551 3.5908 -2.8169
H 2.4635 1.9858 -3.3029
H 0.9322 2.7751 -1.6388
H 0.0219 2.6110 -3.1629
Cl -5.4297 3.9257 2.4230
C -4.2828 2.5915 2.1662
C -4.7755 1.2605 2.7350
Cl -3.7058 0.0261 2.1090
H -3.2979 2.8759 2.5297
H -4.1951 2.4781 1.0870
H -5.8152 1.1276 2.4369
H -4.8079 1.2695 3.8236
Cl 4.3377 -5.3690 -0.2063
C 4.2845 -3.9044 0.8318
C 3.1216 -2.9862 0.4476
Cl 1.5619 -3.8213 0.7049
H 5.2034 -3.3846 0.5667
H 4.2774 -4.2438 1.8602
H 3.2076 -2.7241 -0.6027
H 3.0784 -2.1127 1.0918

Output
- relative energy (zero: lowest compared OMol25 entry of this formula, charge and spin) (kcal/mol) = 9.81
- gap between HOMO and LUMO (eV) = 10.427
- highest occupied orbital energy (hartree) = -0.3888
- SMILES = ClCCCl.ClCCCl.ClCCCl.ClCCCl.ClCCCl.ClCCCl.ClCCCl.ClCCCl.ClCCCl
- DFT total energy (Ha) = -8990.94266
- net charge = 0
- lowest unoccupied orbital energy (eV) = -0.15